Here is the ion C4H8NO2 with charge +1 from OMol25. Energies are from wB97M-V/def2-TZVPD.

SMILES	C=CC(=[NH2+])C(O)O
total charge	+1
strongest force on any atom	5.008	eV/Å
Kohn-Sham gap	9.95	eV
E_LUMO	-0.2012	Ha
HOMO level	-0.5668	Eh
total energy	-362.13999	Eh
ΔE to the lowest compared entry with this formula, charge and spin	192.9	kJ/mol

The geometry in XYZ format:
```
15
Properties=species:S:1:pos:R:3:mulliken_charge:R:1
C 1.88585 1.06988 -0.12722 -0.742
C 1.44298 -0.20100 -0.06897 -0.348
C 0.03152 -0.68587 0.03679 0.795
N -0.18297 -1.97086 -0.10864 -0.298
C -1.12923 0.40857 0.29854 0.265
O -2.37404 -0.12614 -0.10996 -0.508
O -0.98242 1.73377 -0.11982 -0.505
H 2.97046 1.11455 -0.16650 0.275
H 1.24194 1.92788 0.07177 0.369
H 2.10414 -1.08954 0.00552 0.227
H -0.98574 -2.58600 -0.09023 0.275
H 0.62840 -2.55306 -0.27409 0.234
H -1.07036 0.39658 1.40172 0.284
H -2.99691 0.45240 0.18881 0.334
H -0.90321 1.91971 -1.04476 0.340
```

=====

Here is a structure of composition C4H8NO2S from OMol25. Energies are from wB97M-V/def2-TZVPD.

total charge	-1
strongest force on any atom	4.017	eV/Å
Kohn-Sham gap	7.29	eV
E_LUMO	0.1325	Ha
HOMO level	-0.1353	Eh
total energy	-760.59188	Eh
ΔE to the lowest compared entry with this formula, charge and spin	317.6	kJ/mol

The geometry in XYZ format:
```
16
Properties=species:S:1:pos:R:3:mulliken_charge:R:1
C -1.68068 -0.47423 0.41060 -0.687
C -1.10409 -1.05448 1.74018 -0.279
C -0.53556 0.45054 -0.12764 -0.624
C 0.41178 -0.79843 1.44703 0.140
N 0.64955 -0.20045 0.28327 0.308
O 1.69730 -0.58484 -0.52454 -0.525
O 1.26944 -1.11509 2.24425 -0.693
S 3.10638 0.80665 -2.42149 -0.722
H -1.56400 -1.32325 -0.29675 0.216
H -2.54273 0.06545 0.43036 0.516
H -1.36822 -0.67376 2.75807 0.228
H -1.19465 -2.15278 1.79576 0.178
H -0.39129 0.69472 -1.15455 0.386
H -0.53079 1.40105 0.44803 0.241
H 2.09573 0.00378 -1.45702 0.270
H 3.94433 1.09353 -1.40086 0.048
```

=====

Here is a cluster of 2 separate species, C4H8NO3 in total from OMol25. Energies are from wB97M-V/def2-TZVPD.

total charge	-1
strongest force on any atom	0.881	eV/Å
Kohn-Sham gap	8.48	eV
E_LUMO	0.1421	Ha
HOMO level	-0.1695	Eh
total energy	-437.79656	Eh
ΔE to the lowest compared entry with this formula, charge and spin	23.4	kJ/mol

The geometry in XYZ format:
```
16
Properties=species:S:1:pos:R:3:mulliken_charge:R:1
C -1.75771 0.09089 -1.33864 -0.618
C -1.11947 1.45603 -1.31103 0.565
O -1.44522 2.34140 -2.10029 -0.696
N -0.19978 1.60905 -0.34852 -0.254
H 0.24976 2.51404 -0.33305 0.216
H 0.31047 0.79919 0.03300 0.233
H -2.75527 0.09034 -0.87398 0.206
H -1.16911 -0.64846 -0.79321 0.070
H -1.97406 -0.23044 -2.34620 0.275
C 1.01083 -2.52216 0.60611 -0.896
C 1.11946 -1.17081 1.37152 0.647
O 1.59411 -0.18553 0.73479 -0.841
O 0.68115 -1.18565 2.53334 -0.712
H 0.00830 -2.89841 0.83377 0.235
H 1.71503 -3.27496 0.96164 0.327
H 1.09970 -2.30537 -0.45637 0.243
```

=====

Here is a cluster of 2 separate species, C4H8NO3 in total from OMol25. Energies are from wB97M-V/def2-TZVPD.

total charge	-1
strongest force on any atom	2.066	eV/Å
Kohn-Sham gap	8.47	eV
E_LUMO	0.1454	Ha
HOMO level	-0.1657	Eh
total energy	-437.78690	Eh
ΔE to the lowest compared entry with this formula, charge and spin	48.8	kJ/mol

The geometry in XYZ format:
```
16
Properties=species:S:1:pos:R:3:mulliken_charge:R:1
C -0.64942 2.16830 0.40359 -0.889
C -0.88039 1.34624 1.67512 0.628
O -1.90658 1.46088 2.30415 -0.648
N 0.09768 0.44514 1.88816 -0.412
H 0.04656 -0.37742 2.48496 0.244
H 0.72801 0.23290 1.13523 0.224
H -0.95576 3.18948 0.64237 0.317
H -1.08709 1.72445 -0.48300 0.201
H 0.40581 2.28397 0.15029 0.318
C 0.92641 -1.54884 -2.87590 -0.954
C 0.79422 -1.31988 -1.33906 0.575
O 1.36547 -2.18493 -0.64545 -0.719
O 0.19090 -0.28636 -1.00006 -0.656
H 1.01620 -2.61330 -3.09977 0.281
H 1.79096 -1.02053 -3.26333 0.205
H 0.07266 -1.17220 -3.45315 0.284
```

=====

Here is a cluster of 2 separate species, C4H8NO3 in total from OMol25. Energies are from wB97M-V/def2-TZVPD.

total charge	-1
strongest force on any atom	1.759	eV/Å
Kohn-Sham gap	7.83	eV
E_LUMO	0.1302	Ha
HOMO level	-0.1576	Eh
total energy	-437.78276	Eh
ΔE to the lowest compared entry with this formula, charge and spin	59.7	kJ/mol

The geometry in XYZ format:
```
16
Properties=species:S:1:pos:R:3:mulliken_charge:R:1
C -0.25139 -2.33523 1.34329 -0.063
C 1.30091 -2.11461 1.43991 0.514
O 1.98817 -3.14780 1.55633 -0.721
O 1.66687 -0.91567 1.35173 -0.721
H -0.68388 -2.38684 2.32433 0.212
H -0.38744 -3.30993 0.87275 0.261
H -0.65074 -1.60327 0.64782 -0.403
C 0.21641 2.71696 -1.16602 -0.864
C -0.90636 1.69897 -1.20675 0.544
O -2.07096 2.05847 -1.31563 -0.661
N -0.56587 0.40318 -1.01251 -0.428
H -0.13635 3.57913 -0.61244 0.257
H 0.35466 3.05565 -2.18667 0.227
H -1.32034 -0.18239 -0.69172 0.212
H 0.33057 0.19983 -0.58544 0.284
H 1.11571 2.28357 -0.75900 0.351
```

=====

Here is the ion C4H8NOS with charge -1 from OMol25. Energies are from wB97M-V/def2-TZVPD.

SMILES	CC(=O)NCC[S-]
total charge	-1
strongest force on any atom	5.240	eV/Å
Kohn-Sham gap	6.29	eV
E_LUMO	0.1384	Ha
HOMO level	-0.0928	Eh
total energy	-685.40806	Eh
ΔE to the lowest compared entry with this formula, charge and spin	126.1	kJ/mol

The geometry in XYZ format:
```
15
Properties=species:S:1:pos:R:3:mulliken_charge:R:1
C -0.81120 -1.51997 -0.53441 -0.866
C -0.67374 -0.31277 -1.28147 0.439
O -1.37007 -0.27704 -2.26573 -0.631
N 0.25116 0.75057 -1.07875 -0.185
C 1.05608 0.61065 0.15313 -0.434
C 0.37189 1.00949 1.42656 -0.635
S 0.78203 0.20207 2.96392 -0.657
H 0.03787 -2.08441 -0.06120 0.327
H -1.37813 -2.31124 -1.29579 0.240
H -1.45498 -1.34849 0.31892 0.245
H -0.03988 1.64901 -1.53047 0.266
H 1.30630 -0.49924 0.21847 0.173
H 2.08837 1.09069 0.08666 0.328
H 0.56301 2.09100 1.59169 0.236
H -0.72873 0.94969 1.28848 0.156
```

=====

Here is the ion C4H8NOS with charge +1 from OMol25. Energies are from wB97M-V/def2-TZVPD.

SMILES	C[C@@]1(S)[NH2+]CC1=O
total charge	+1
strongest force on any atom	3.731	eV/Å
Kohn-Sham gap	10.19	eV
E_LUMO	-0.1511	Ha
HOMO level	-0.5258	Eh
total energy	-685.05925	Eh
ΔE to the lowest compared entry with this formula, charge and spin	177.1	kJ/mol

The geometry in XYZ format:
```
15
Properties=species:S:1:pos:R:3:mulliken_charge:R:1
C -0.82719 0.88640 -0.79296 -1.712
C -0.47687 -0.40292 -0.18849 0.690
S -0.59407 -1.77421 -1.40607 -0.131
N 0.91073 -0.38452 0.36654 -0.242
C 0.33405 -0.72672 1.70831 -0.628
C -1.08185 -0.86037 1.18140 0.418
O -2.14655 -1.24950 1.52558 -0.415
H -0.33256 1.12538 -1.73079 0.471
H -0.57717 1.76973 -0.13398 0.383
H -1.93276 0.71109 -1.11862 0.406
H -1.03982 -0.93403 -2.35196 0.215
H 1.61643 0.40099 0.12651 0.373
H 1.39833 -1.13598 -0.17086 0.429
H 0.69759 -0.05178 2.46123 0.357
H 0.71324 -1.62039 1.97371 0.385
```

=====

Here is a cluster of 2 separate species, C4H8NOS2 in total from OMol25. Energies are from wB97M-V/def2-TZVPD.

total charge	+1
2S+1	3
strongest force on any atom	3.920	eV/Å
Kohn-Sham gap (alpha / beta)	10.52 / 6.30	eV
E_LUMO (alpha / beta)	-0.1182 / -0.2794	Ha
HOMO level (alpha / beta)	-0.5050 / -0.5110	Eh
total energy	-1083.18179	Eh

The geometry in XYZ format:
```
16
Properties=species:S:1:pos:R:3:mulliken_charge:R:1
C -0.42949 -0.05177 1.13142 0.527
C 0.92408 0.43774 1.15178 -0.458
C 1.52072 0.12863 -0.19938 -0.735
C 0.46400 -0.76344 -1.01088 -0.579
N -0.78395 -0.39496 -0.25180 -0.082
O -1.26565 -0.23305 1.96007 -0.505
S -0.96702 2.03947 -0.67717 0.073
S -2.17672 -1.23112 -0.58581 -0.028
H 1.05991 1.44727 1.19940 0.273
H 1.32030 -0.05173 2.02259 0.391
H 1.84317 0.88767 -0.80684 0.411
H 2.39526 -0.44916 -0.15466 0.417
H 0.39241 -0.54676 -2.03878 0.383
H 0.61984 -1.81094 -0.91864 0.398
H -2.00952 1.77936 -1.43689 0.252
H -2.90733 -1.18722 0.61558 0.263
```